[1]
{
  "formula": "C14H43N5O16P5",
  "method": "ωB97M-V with the def2-TZVPD basis set",
  "elements": ["N", "P", "C", "N", "C", "N", "N", "N", "H", "H", "H", "H", "H", "H", "H", "C", "O", "P", "O", "O", "C", "O", "C", "H", "H", "H", "H", "H", "H", "H", "H", "H", "C", "O", "P", "O", "O", "C", "O", "C", "H", "H", "H", "H", "H", "H", "H", "H", "H", "C", "O", "P", "O", "O", "C", "O", "C", "H", "H", "H", "H", "H", "H", "H", "H", "H", "C", "O", "P", "O", "O", "C", "O", "C", "H", "H", "H", "H", "H", "H", "H", "H", "H"],
  "coordinates": [[-0.770, -3.177, 2.396], [0.684, -2.865, 1.883], [0.591, -1.187, 1.071], [-0.143, -1.153, -0.047], [-0.093, 0.161, -0.410], [-0.713, 0.578, -1.536], [0.651, 0.845, 0.452], [1.092, 0.005, 1.398], [-0.767, -3.312, 3.404], [1.586, -2.899, 2.978], [1.083, -3.863, 0.958], [-0.382, 0.199, -2.409], [-1.454, 1.260, -1.486], [0.873, 1.833, 0.405], [1.672, 0.171, 2.209], [0.339, -0.086, 4.791], [1.268, -1.088, 5.184], [2.441, -0.898, 6.389], [2.443, -2.316, 6.844], [1.467, 0.045, 7.294], [0.353, -0.533, 7.971], [3.781, -0.390, 7.271], [4.347, 0.883, 6.902], [0.246, -0.111, 3.707], [-0.641, -0.322, 5.205], [0.643, 0.914, 5.103], [0.207, -1.583, 7.717], [-0.548, 0.025, 7.712], [0.509, -0.437, 9.045], [3.613, 1.682, 7.033], [4.688, 0.861, 5.865], [5.199, 1.077, 7.548], [-0.127, -8.897, 4.624], [0.116, -7.629, 4.022], [1.585, -7.130, 3.398], [1.030, -6.261, 2.316], [1.947, -8.635, 2.878], [1.248, -9.185, 1.766], [3.200, -6.691, 3.204], [4.094, -7.071, 4.269], [-0.764, -8.750, 5.496], [-0.675, -9.521, 3.918], [0.789, -9.398, 4.929], [0.433, -8.546, 1.426], [0.843, -10.157, 2.049], [1.954, -9.340, 0.951], [4.113, -8.157, 4.385], [3.786, -6.606, 5.207], [5.093, -6.725, 4.016], [1.335, 1.280, -4.959], [2.233, 2.353, -5.157], [1.840, 3.865, -5.789], [2.847, 4.610, -4.982], [0.355, 3.828, -5.091], [0.283, 3.897, -3.684], [1.374, 5.157, -6.763], [0.612, 4.826, -7.940], [1.833, 0.348, -5.228], [1.095, 1.234, -3.893], [0.419, 1.378, -5.539], [1.267, 3.844, -3.214], [-0.324, 3.060, -3.331], [-0.211, 4.815, -3.382], [-0.326, 4.335, -7.665], [1.190, 4.175, -8.596], [0.386, 5.749, -8.470], [-5.721, 5.980, -7.168], [-4.969, 4.857, -6.718], [-4.052, 4.816, -5.317], [-4.239, 3.366, -5.020], [-5.096, 5.771, -4.502], [-6.359, 5.251, -4.101], [-2.866, 5.106, -4.157], [-2.136, 6.342, -4.274], [-5.603, 6.066, -8.249], [-6.777, 5.800, -6.966], [-5.407, 6.910, -6.699], [-6.542, 4.250, -4.489], [-7.145, 5.920, -4.455], [-6.400, 5.233, -3.012], [-2.805, 7.202, -4.193], [-1.610, 6.373, -5.230], [-1.408, 6.386, -3.469]],
  "mulliken_charge": [-0.6502, 0.2090, 0.4269, -0.4182, 0.3544, -0.2992, -0.1876, 0.0348, 0.2970, 0.0713, 0.0859, 0.2088, 0.2446, 0.2615, 0.3602, -0.5826, -0.2449, 1.0684, -0.6347, -0.4183, -0.7439, -0.2969, -0.6603, 0.1006, 0.2305, 0.4376, 0.3601, 0.2701, 0.2657, 0.3018, 0.2765, 0.2572, -0.6620, -0.3333, 1.2054, -0.6221, -0.4063, -0.7490, -0.3099, -0.6756, 0.2640, 0.2403, 0.3346, 0.3516, 0.2713, 0.2587, 0.3039, 0.3046, 0.2514, -0.5491, -0.4096, 1.0593, -0.6411, -0.1437, -0.6032, -0.3073, -0.6300, 0.3596, 0.0299, 0.3233, 0.5021, 0.2108, -0.0373, 0.2654, 0.3005, 0.2507, -0.6501, -0.3631, 1.1757, -0.6698, -0.4097, -0.7712, -0.1868, -0.8422, 0.2757, 0.2456, 0.3210, 0.3771, 0.2588, 0.2641, 0.3514, 0.3291, 0.3004],
  "charge": 1,
  "total_energy_ev": -101856.944,
  "e_homo_ev": -11.32,
  "largest_force_ha_per_bohr": 0.1536
}



[2]
{
  "formula": "C5H12OSi2",
  "method": "ωB97M-V with the def2-TZVPD basis set",
  "elements": ["C", "C", "C", "C", "C", "O", "Si", "Si", "H", "H", "H", "H", "H", "H", "H", "H", "H", "H", "H", "H"],
  "coordinates": [[1.937, 1.577, -1.447], [-1.287, -1.943, -0.042], [1.993, 1.303, -0.107], [-0.483, -0.772, -0.621], [1.220, -0.546, 2.207], [-2.612, 1.319, 0.712], [-2.108, 0.933, -0.633], [0.750, 0.007, 0.406], [2.428, 2.490, -1.799], [1.119, 1.231, -2.056], [-0.939, -2.937, -0.347], [-1.396, -1.754, 1.134], [2.497, 1.772, 0.654], [-0.226, -1.052, -1.724], [2.012, -1.313, 1.996], [1.561, 0.190, 2.918], [0.300, -0.974, 2.588], [-2.983, 0.308, -1.696], [-1.444, 2.031, -1.686], [-2.340, -1.870, -0.457]],
  "mulliken_charge": [-0.8014, -1.0458, -0.2296, -0.0545, -0.9810, -0.3704, 0.3435, 0.1034, 0.2468, 0.2282, 0.3452, 0.2734, 0.4682, 0.3689, 0.3162, 0.3535, 0.2650, -0.0904, -0.0712, 0.3320],
  "charge": 0,
  "multiplicity": 3,
  "s_squared": 2.04,
  "relative_energy_kcal_mol": 15.4,
  "total_energy_ev": -23176.171,
  "e_homo_ev": [-5.95, -9.93],
  "largest_force_ha_per_bohr": 0.1217
}



[3]
{
  "formula": "C28H23N4O8SSiV",
  "method": "ωB97M-V with the def2-TZVPD basis set",
  "elements": ["V", "S", "C", "N", "C", "C", "N", "O", "H", "H", "H", "H", "H", "O", "C", "O", "C", "C", "C", "C", "C", "C", "N", "O", "O", "N", "O", "O", "H", "H", "H", "O", "Si", "C", "C", "C", "C", "C", "C", "C", "C", "C", "C", "C", "C", "C", "C", "C", "C", "C", "C", "H", "H", "H", "H", "H", "H", "H", "H", "H", "H", "H", "H", "H", "H", "H"],
  "coordinates": [[0.245, 0.192, -0.802], [-0.627, -1.891, -0.633], [-1.929, -1.752, -1.706], [-2.822, -1.672, -2.429], [4.198, -1.136, -1.343], [3.128, -0.575, -0.491], [3.260, -0.406, 0.793], [2.013, -0.260, -1.075], [5.171, -1.079, -0.860], [4.211, -0.614, -2.297], [3.954, -2.184, -1.538], [4.131, -0.646, 1.249], [2.511, -0.043, 1.376], [0.777, 1.119, 2.903], [-0.076, 1.381, 2.140], [0.122, 0.784, 0.785], [-1.318, 2.135, 2.245], [-1.763, 2.451, 3.534], [-2.926, 3.182, 3.650], [-3.661, 3.615, 2.560], [-3.178, 3.282, 1.308], [-2.025, 2.555, 1.122], [-3.924, 3.711, 0.096], [-3.378, 3.515, -0.970], [-4.966, 4.285, 0.276], [-3.413, 3.518, 5.014], [-4.393, 4.217, 5.079], [-2.788, 3.053, 5.937], [-1.228, 2.139, 4.420], [-4.570, 4.188, 2.689], [-1.711, 2.361, 0.107], [-0.439, 0.764, -2.197], [-0.600, 1.723, -3.715], [0.743, 2.966, -3.443], [1.199, 3.694, -4.546], [2.213, 4.631, -4.411], [2.793, 4.856, -3.171], [2.355, 4.149, -2.060], [1.337, 3.218, -2.205], [-0.297, 0.458, -5.015], [0.303, -0.784, -4.782], [0.530, -1.676, -5.816], [0.164, -1.337, -7.111], [-0.433, -0.111, -7.365], [-0.671, 0.773, -6.325], [-2.275, 2.431, -3.833], [-3.409, 1.623, -3.666], [-4.677, 2.165, -3.759], [-4.831, 3.512, -4.058], [-3.721, 4.324, -4.247], [-2.450, 3.787, -4.136], [0.777, 3.520, -5.529], [2.552, 5.184, -5.276], [3.584, 5.587, -3.070], [2.792, 4.340, -1.089], [0.981, 2.728, -1.295], [0.603, -1.072, -3.777], [0.986, -2.637, -5.619], [0.334, -2.034, -7.921], [-0.723, 0.150, -8.373], [-1.167, 1.713, -6.540], [-3.294, 0.558, -3.481], [-5.549, 1.541, -3.621], [-5.822, 3.934, -4.161], [-3.859, 5.374, -4.463], [-1.588, 4.431, -4.258]],
  "mulliken_charge": [1.6370, -0.2147, 0.5210, -0.3381, -1.1914, 0.7651, -0.1679, -0.4858, 0.4457, 0.3224, 0.3221, 0.2871, -0.0010, -0.4927, 0.3315, -0.5852, 0.6955, -0.7458, -0.2376, -0.4883, -0.2448, -0.2120, 0.9361, -0.4897, -0.5761, 1.0440, -0.5702, -0.5815, 0.6163, 0.6407, 0.4540, 0.7742, -0.6312, 0.5836, -0.2742, -0.8334, -0.5158, -1.0168, 0.1537, 0.9049, -0.0696, -0.7064, -0.5523, -0.7654, -0.4466, 0.8015, -0.1867, -0.8284, -0.5460, -0.7504, -0.3129, 0.4339, 0.4404, 0.4229, 0.4704, 0.2009, 0.0356, 0.4359, 0.4075, 0.4285, 0.4185, 0.3498, 0.4757, 0.4418, 0.4434, 0.4172],
  "charge": 2,
  "relative_energy_kcal_mol": 16.7,
  "total_energy_ev": -96130.947,
  "e_homo_ev": [-13.89, -13.89],
  "largest_force_ha_per_bohr": 0.0391
}



[4]
{
  "formula": "C4H8O2",
  "method": "ωB97M-V with the def2-TZVPD basis set",
  "elements": ["C", "C", "C", "C", "H", "H", "H", "H", "H", "H", "H", "H", "O", "O"],
  "coordinates": [[-1.866, -0.149, 0.689], [-0.481, -0.275, 0.027], [0.696, -0.733, 0.800], [0.613, 0.678, 0.381], [-2.386, 0.799, 0.363], [-2.484, -1.120, 0.477], [-1.646, -0.035, 1.821], [-0.733, -1.495, -1.337], [0.679, -0.920, 1.887], [1.470, -1.323, 0.326], [0.446, 1.479, 1.152], [2.341, 1.035, -0.414], [-0.354, -0.588, -1.313], [1.422, 1.145, -0.644]],
  "mulliken_charge": [-1.0943, 0.6704, -0.8620, -0.0162, 0.2561, 0.3081, 0.2594, 0.3922, 0.2226, 0.3141, 0.2617, 0.3100, -0.5167, -0.5054],
  "charge": 0,
  "relative_energy_kcal_mol": 56.4,
  "total_energy_ev": -8370.836,
  "e_homo_ev": -9.51,
  "largest_force_ha_per_bohr": 0.0515
}